1.
C24H72Br2CuN12O4P4 as an isolated structure at a distorted geometry. Source: the OMol25 dataset; level of theory: ωB97M-V with the def2-TZVPD basis set.

* max |F|: 4.38 eV Å⁻¹
* calculated total energy: -274010.440 eV
* 2S+1: 2

Each line ends with the Mulliken charge.
Element x y z (Å)
Br  -15.8284  -3.8923  4.2789  -0.75
Br  -19.4168  -0.0547  2.9881  -0.74
Cu  -17.5768  -1.9301  3.6717  -0.50
P  -16.6165  -0.7243  6.9835  -1.49
P  -15.2335  0.4367  2.0666  -1.23
P  -20.4437  -3.8985  5.4182  -1.47
P  -18.1312  -3.8363  0.3337  -1.13
O  -17.8762  -3.0816  1.5312  1.23
O  -15.8168  -0.5011  3.0515  0.48
O  -19.3635  -3.2647  4.6073  0.21
O  -17.3386  -1.2447  5.7574  1.44
N  -16.8998  -3.9992  -0.7605  0.91
N  -21.7545  -4.4237  4.4320  0.69
N  -16.0699  0.3178  0.5217  0.80
N  -13.5611  0.3346  1.7427  0.54
N  -18.5307  -5.4951  0.5771  0.49
N  -19.8455  -5.2613  6.2688  0.54
N  -15.0161  -0.1435  6.6823  1.09
N  -19.3726  -3.1686  -0.5925  0.16
N  -15.3423  2.0813  2.6088  0.37
N  -17.3036  0.4853  7.9820  0.54
N  -16.4385  -2.0300  8.1402  0.55
N  -21.1123  -2.8347  6.5528  0.66
C  -15.1713  3.2898  1.8150  -1.14
C  -14.4611  1.0590  7.3663  -1.43
C  -18.5900  0.9072  7.5958  -1.24
C  -15.0728  -2.3782  8.7185  -1.02
C  -14.0034  -0.9955  6.1175  -1.07
C  -15.6563  -0.6222  -0.5305  -0.45
C  -20.0155  -5.4049  7.7074  -1.11
C  -12.6742  -0.6240  2.3590  -0.99
C  -22.3667  -3.1776  7.3420  -0.99
C  -17.1867  1.2788  0.1592  -1.07
C  -12.8738  0.9806  0.5848  -1.15
C  -20.6538  -1.5048  6.7789  -0.92
C  -18.1819  -6.1954  1.7660  -0.72
C  -19.1819  -1.8509  -1.2073  -0.75
C  -21.8516  -3.8961  3.0636  -0.78
C  -18.8765  -6.2529  5.7173  -0.72
C  -20.7374  -3.4438  -0.0021  -1.03
C  -16.9954  0.7242  9.3069  -0.94
C  -22.8241  -5.2388  4.9872  -0.95
C  -17.5728  -3.0488  8.2435  -0.39
C  -15.5191  -4.0505  -0.2022  -1.39
C  -16.9792  -4.2370  -2.1967  -1.33
C  -18.6285  -6.3777  -0.5870  -1.17
C  -15.6358  2.2689  3.9643  -1.03
H  -20.1237  -4.4830  8.2788  0.37
H  -15.6913  3.3443  4.1333  0.46
H  -17.2217  -5.9254  2.2054  0.19
H  -16.2531  -4.9713  -2.5456  0.41
H  -15.9146  0.7104  9.4481  0.27
H  -18.1933  -5.6653  5.1041  0.02
H  -20.7256  -4.3957  0.5288  0.31
H  -14.4689  -1.4862  8.8851  0.24
H  -23.2462  -2.8163  6.8091  0.23
H  -14.9036  -1.3192  -0.1622  0.14
H  -18.3033  -6.7988  6.4667  0.36
H  -17.3838  1.6599  9.7090  0.34
H  -18.8838  0.7535  6.5575  0.17
H  -14.5839  -3.0957  8.0596  0.36
H  -11.9228  -1.1774  1.7958  0.36
H  -12.5700  0.2249  -0.1396  0.41
H  -18.7934  1.9702  7.7257  0.42
H  -22.3546  -4.6280  2.4316  0.48
H  -20.8847  -3.7550  2.5805  -0.18
H  -18.1680  -1.7415  -1.5923  0.07
H  -19.3320  -1.0857  -0.4457  0.28
H  -21.6070  -3.4426  -0.6592  0.30
H  -16.6871  2.1947  -0.1566  0.37
H  -19.3554  0.4906  8.2505  0.46
H  -18.8806  -5.9834  2.5753  0.10
H  -16.2042  3.5959  1.6490  0.52
H  -12.0293  1.5991  0.8885  0.32
H  -23.5671  -4.5159  5.3241  0.34
H  -19.8331  -1.4294  7.4922  0.22
H  -18.3573  -7.2697  1.7080  0.35
H  -17.9326  1.4138  0.9424  0.17
H  -13.3075  -1.4003  2.7884  0.20
H  -22.4520  -5.6731  5.9151  0.24
H  -17.7979  0.8841  -0.6524  0.34
H  -15.3620  -0.1734  -1.4793  0.34
H  -20.3051  -1.0530  5.8503  0.05
H  -19.1550  -5.9492  8.0964  0.41
H  -21.4353  -0.8070  7.0796  0.45
H  -20.9042  -5.9912  7.9407  0.27
H  -14.0805  0.8139  8.3578  0.36
H  -17.9129  -4.7479  -2.4317  0.39
H  -19.6660  -1.7063  -2.1731  0.35
H  -18.1748  -2.7630  9.1060  0.22
H  -18.1604  -2.9995  7.3268  -0.31
H  -16.5462  1.7461  4.2574  0.14
H  -16.4495  -1.3116  -0.8198  -0.37
H  -14.7728  1.8796  4.5044  0.29
H  -17.4816  0.0236  9.9858  0.25
H  -14.8228  3.1668  0.7895  0.26
H  -17.6418  -6.3557  -1.0498  0.28
H  -15.1897  1.8255  7.6305  0.39
H  -20.8556  -2.6666  0.7529  0.38
H  -22.3006  -4.2630  7.4165  0.40
H  -13.7345  1.6111  6.7702  0.40
H  -14.7299  4.1693  2.2837  0.37
H  -13.8214  -0.7550  5.0701  -0.04
H  -15.0878  -5.0289  -0.4141  0.34
H  -14.8746  -3.3026  -0.6642  0.47
H  -13.0461  -0.9883  6.6387  0.46
H  -22.4342  -3.0010  2.8460  0.31
H  -16.9987  -3.9753  8.2317  0.47
H  -14.3086  -2.0408  6.0701  0.15
H  -22.4771  -2.7785  8.3503  0.34
H  -19.4423  -5.9412  -1.1660  0.27
H  -15.1363  -2.7981  9.7223  0.37
H  -23.3614  -6.0436  4.4854  0.38
H  -13.6230  1.5112  -0.0028  0.31
H  -18.9907  -7.3776  -0.3479  0.47
H  -16.7545  -3.3390  -2.7722  0.26
H  -19.2883  -6.8967  4.9401  0.26
H  -15.5523  -3.8057  0.8594  0.31
H  -12.1227  -0.1548  3.1737  0.30

2.
A 7-piece molecular cluster, C35H45F18N2O12 overall at a distorted geometry. Source: the OMol25 dataset; level of theory: ωB97M-V with the def2-TZVPD basis set.

* max |F|: 2.87 eV Å⁻¹
* charge: +1
* calculated total energy: -113482.588 eV
* 2S+1: 1

Each line ends with the Mulliken charge.
Element x y z (Å)
F  2.4529  8.1079  -7.6541  -0.25
F  -4.0893  4.1991  -5.7772  -0.27
F  0.2236  -4.6070  -2.8257  -0.27
F  3.9266  -8.6871  1.0892  -0.25
F  0.5203  0.2820  3.1913  -0.30
F  2.2837  1.4749  2.8652  -0.33
F  0.9819  -5.8740  -1.2661  -0.28
F  -3.6839  -5.1477  7.3371  -0.25
F  2.3658  -0.2170  4.1885  -0.27
F  -3.5342  -5.7114  5.2684  -0.26
F  -1.8076  -5.8473  6.5569  -0.26
F  -2.5299  3.0969  -4.7745  -0.25
F  -4.1885  2.0528  -5.6706  -0.27
F  1.9205  9.0896  -5.8115  -0.24
F  2.2739  -7.6272  0.2129  -0.19
F  0.3783  8.3568  -7.1201  -0.24
F  2.2510  -9.7822  0.3062  -0.27
F  1.1454  -3.7349  -1.0883  -0.30
O  -3.0764  -2.6851  6.2858  -0.52
O  -1.8918  -5.4646  -1.4264  -0.32
O  -4.1483  2.9882  -2.5869  -0.51
O  2.1724  6.5298  -4.8573  -0.55
O  -5.8824  3.5990  -3.8755  -0.33
O  1.0067  5.8066  -6.6326  -0.31
O  2.0859  -1.9519  2.1629  -0.26
O  2.5920  -0.2658  0.7747  -0.58
O  0.6221  -8.3079  2.2098  -0.33
O  -1.4800  -3.6616  5.0475  -0.20
O  -1.2496  -4.0763  0.2142  -0.47
O  2.4425  -8.8758  3.3926  -0.51
N  3.7358  7.1555  0.3404  -1.02
N  4.3827  6.3532  -0.4659  0.52
C  -3.8543  3.1504  -4.9764  0.95
C  2.3713  -2.9036  1.1110  -0.32
C  -2.8850  -5.0963  6.2727  0.87
C  -1.0229  -4.6903  -0.7895  0.39
C  0.7785  3.1895  1.2684  -0.18
C  -6.5376  4.9986  -1.9958  -1.08
C  -0.1501  -1.7002  5.5953  -1.03
C  5.0016  4.2148  -1.6981  -0.50
C  1.5924  8.0828  -6.6252  0.89
C  1.0078  4.4774  -6.0868  -0.33
C  3.8607  -3.1562  1.0052  -1.23
C  -0.0800  4.3211  -5.0448  -0.90
C  -1.3247  2.3447  0.0241  -1.25
C  1.9084  -8.6280  2.3531  0.31
C  2.3140  5.2208  0.8674  0.54
C  0.3339  -4.7258  -1.4960  0.87
C  -2.5078  -3.6613  5.8979  0.30
C  0.0222  3.1387  -0.1159  -0.19
C  4.1592  5.0728  -0.7358  -0.29
C  1.6292  6.7307  -5.9074  0.39
C  3.0641  4.4326  -0.0562  0.47
C  -4.0581  -4.3726  -1.2324  -1.14
C  -1.0543  -2.3703  4.5821  -0.02
C  2.2375  -0.6780  1.8454  0.30
C  -3.2042  -5.5605  -0.8418  -0.16
C  -4.6229  3.2402  -3.6562  0.34
C  -6.7308  3.6804  -2.7154  -0.20
C  1.1583  4.6461  1.6847  -1.14
C  2.7521  6.6159  1.0001  -0.39
C  5.2313  1.8242  -0.4321  0.30
C  1.8559  0.2155  3.0259  1.09
C  2.5960  -8.6781  0.9866  0.89
C  0.0335  -6.9608  4.1513  -0.74
C  5.1751  2.8566  -1.0484  -0.72
C  -0.1553  -8.2725  3.4202  -0.36
H  0.1773  2.7575  2.0930  0.48
H  0.2798  5.3221  1.7218  0.48
H  1.9909  4.2289  -5.6840  0.28
H  1.8599  -3.8266  1.3793  0.32
H  2.1842  7.2316  1.7167  0.48
H  -7.2389  5.0894  -1.1664  0.37
H  5.1736  6.7701  -0.9626  0.28
H  -5.0738  -4.4898  -0.8549  0.38
H  -1.0603  1.3152  0.3414  0.25
H  0.6639  2.5448  -0.8014  0.21
H  -1.0457  4.5975  -5.4596  0.28
H  0.0864  -9.1250  4.0562  0.34
H  -1.9155  -1.7467  4.3373  0.34
H  -0.1907  -6.1190  3.4921  0.20
H  5.0168  1.0712  0.3258  0.32
H  0.2323  -0.7625  5.2066  0.15
H  2.8175  3.3771  -0.2434  0.35
H  0.8215  3.7997  -6.9188  0.36
H  -4.0939  -4.2685  -2.3183  0.31
H  -3.6462  -3.4438  -0.8353  0.30
H  -1.1973  -8.3800  3.1207  0.35
H  -0.6820  -1.4979  6.5260  0.41
H  -6.5590  2.8311  -2.0529  0.31
H  -1.9260  2.8728  0.7967  0.37
H  4.0660  -3.9318  0.2677  0.41
H  0.0999  4.9753  -4.1895  0.29
H  4.3945  -2.2504  0.7132  0.25
H  -7.7552  3.6042  -3.0770  0.32
H  -5.5237  5.0880  -1.6032  0.29
H  -1.8829  2.3823  -0.9292  0.30
H  -0.6165  -6.9103  5.0201  0.20
H  6.0038  4.6912  -1.7965  0.38
H  -0.1288  3.2927  -4.6893  0.36
H  -0.1516  4.1757  -0.4682  0.32
H  -3.1356  -5.6681  0.2415  0.26
H  1.9562  -2.5676  0.1747  0.59
H  0.6920  -2.3490  5.8445  0.29
H  -0.5068  -2.5400  3.6547  0.15
H  1.0657  -6.8398  4.4841  0.37
H  -3.6475  -6.4768  -1.2287  0.35
H  1.5181  4.5706  2.7423  0.43
H  1.6809  2.5575  1.1812  -0.02
H  -6.6901  5.8340  -2.6812  0.31
H  4.5241  4.1146  -2.6946  0.27
H  4.2658  -3.4685  1.9696  0.34